Molecular formula: C44H112N12O10
Method: DFT, ωB97M-V with the def2-TZVPD basis set

Calculated values
Energy relative to the best compared isomer or geometry (same formula, charge and spin) in eV: 10.630
Highest occupied orbital energy in eV: -7.97
Net charge: 0
Frontier orbital gap in eV: 8.4
SMILES: CC1(C)CCCC(C)(C)N1O.CC1(C)CCCC(C)(C)N1O.COC[C@H](C)N.COC[C@H](C)N.COC[C@H](C)N.COC[C@H](C)N.COC[C@H](C)N.COC[C@H](C)N.NC(N)=O.NC(N)=O

Bonds (Å) are listed after each position.
Atoms and positions in Å:
1 C -2.80121 -3.71328 -5.89317  C2 1.573, H12 1.090, H13 1.090, H14 1.090
2 C -1.78136 -4.75598 -5.30531  C1 1.573, C3 1.585, C4 1.585, N10 1.496
3 C -2.29420 -6.25300 -5.21191  C2 1.585, H15 1.090, H16 1.090, H17 1.090
4 C -0.53553 -4.75684 -6.28458  C2 1.585, C5 1.504, H18 1.090, H19 1.090
5 C 0.41620 -3.62860 -5.99791  C4 1.504, C6 1.513, H20 1.090, H21 1.090
6 C 0.95296 -3.64573 -4.58313  C5 1.513, C7 1.589, H22 1.090, H23 1.090
7 C 0.10464 -4.38883 -3.46387  C6 1.589, C8 1.582, C9 1.490, N10 1.495
8 C 0.61261 -5.88681 -3.43846  C7 1.582, H24 1.090, H25 1.090, H26 1.090
9 C 0.36361 -3.78746 -2.12514  C7 1.490, H27 1.090, H28 1.090, H29 1.090
10 N -1.30568 -4.32075 -3.95548  C2 1.496, C7 1.495, O11 1.394
11 O -2.17697 -4.27445 -2.86842  N10 1.394, H30 0.960
12 H -2.52185 -2.65980 -5.87779  C1 1.090
13 H -3.00459 -3.92638 -6.94261  C1 1.090
14 H -3.73096 -3.71152 -5.32426  C1 1.090
15 H -1.53544 -7.03200 -5.13745  C3 1.090
16 H -2.86565 -6.37730 -4.29208  C3 1.090
17 H -3.10976 -6.57297 -5.86044  C3 1.090
18 H -0.18014 -5.75907 -6.52400  C4 1.090
19 H -1.03189 -4.52387 -7.22664  C4 1.090
20 H 1.27389 -3.76257 -6.65708  C5 1.090
21 H -0.14198 -2.69521 -6.07078  C5 1.090
22 H 1.29075 -2.67968 -4.20799  C6 1.090
23 H 1.92573 -4.13325 -4.64754  C6 1.090
24 H 0.60968 -6.28382 -4.45359  C8 1.090
25 H 0.04735 -6.67465 -2.94059  C8 1.090
26 H 1.68697 -6.04831 -3.35027  C8 1.090
27 H 1.39732 -3.44207 -2.10873  C9 1.090
28 H 0.16029 -4.38414 -1.23591  C9 1.090
29 H -0.13600 -2.83183 -1.96625  C9 1.090
30 H -1.90939 -5.02709 -2.33594  O11 0.960
31 C -7.47997 -2.46254 -1.59571  C32 1.576, H42 1.090, H43 1.090, H44 1.090
32 C -6.96465 -1.07148 -1.06256  C31 1.576, C33 1.544, C34 1.654, N40 1.469
33 C -7.65912 0.17134 -1.66047  C32 1.544, H45 1.090, H46 1.090, H47 1.090
34 C -7.32086 -1.18093 0.54909  C32 1.654, C35 1.580, H48 1.090, H49 1.090
35 C -6.25400 -0.40275 1.41623  C34 1.580, C36 1.570, H50 1.090, H51 1.090
36 C -4.80366 -0.89968 1.07811  C35 1.570, C37 1.593, H52 1.090, H53 1.090
37 C -4.41764 -0.62769 -0.44312  C36 1.593, C38 1.579, C39 1.629, N40 1.518
38 C -4.18330 0.91551 -0.67883  C37 1.579, H54 1.090, H55 1.090, H56 1.090
39 C -3.01523 -1.41827 -0.69212  C37 1.629, H57 1.090, H58 1.090, H59 1.090
40 N -5.52232 -1.23961 -1.28603  C32 1.469, C37 1.518, O41 1.389
41 O -5.21914 -1.11483 -2.63541  N40 1.389, H60 0.960
42 H -8.55699 -2.61229 -1.52032  C31 1.090
43 H -7.19391 -2.53229 -2.64518  C31 1.090
44 H -7.06880 -3.37083 -1.15520  C31 1.090
45 H -8.62989 0.46073 -1.25804  C33 1.090
46 H -7.05562 1.07903 -1.66050  C33 1.090
47 H -7.83115 0.06707 -2.73175  C33 1.090
48 H -8.35844 -0.90495 0.73717  C34 1.090
49 H -7.37290 -2.18426 0.97187  C34 1.090
50 H -6.32586 0.68442 1.38488  C35 1.090
51 H -6.49669 -0.66377 2.44632  C35 1.090
52 H -4.78556 -1.92199 1.45581  C36 1.090
53 H -3.96198 -0.62055 1.71196  C36 1.090
54 H -5.07193 1.45702 -0.35446  C38 1.090
55 H -3.85660 1.12872 -1.69662  C38 1.090
56 H -3.39797 1.32081 -0.04081  C38 1.090
57 H -2.37355 -1.03828 0.10284  C39 1.090
58 H -2.44758 -1.17420 -1.59006  C39 1.090
59 H -3.02041 -2.49711 -0.53667  C39 1.090
60 H -5.20870 -2.05941 -2.80645  O41 0.960
61 C 1.39878 -0.72660 6.34181  O62 1.367, H67 1.090, H68 1.090, H69 1.090
62 O 0.12502 -1.21970 6.38923  C61 1.367, C63 1.423
63 C -0.67393 -0.13854 5.92358  O62 1.423, C64 1.565, H70 1.090, H71 1.090
64 C -2.12474 -0.63357 5.60701  C63 1.565, C65 1.464, N66 1.386, H72 1.090
65 C -2.92549 0.37516 4.91014  C64 1.464, H73 1.090, H74 1.090, H75 1.090
66 N -2.75252 -1.15965 6.72452  C64 1.386, H76 1.010, H77 1.010
67 H 1.72434 -0.44971 5.33909  C61 1.090
68 H 2.18243 -1.38600 6.71489  C61 1.090
69 H 1.44511 0.06266 7.09215  C61 1.090
70 H -0.70641 0.69993 6.61929  C63 1.090
71 H -0.26706 0.25049 4.99018  C63 1.090
72 H -1.94963 -1.46759 4.92742  C64 1.090
73 H -3.86598 -0.16068 4.78192  C65 1.090
74 H -2.37283 0.53224 3.98386  C65 1.090
75 H -2.97228 1.24299 5.56799  C65 1.090
76 H -3.53573 -1.65423 6.32194  N66 1.010
77 H -2.17395 -1.84339 7.19125  N66 1.010
78 C 7.48308 2.31317 1.09410  O79 1.422, H84 1.090, H85 1.090, H86 1.090
79 O 7.41601 1.85006 2.43668  C78 1.422, C80 1.417
80 C 7.07704 0.48711 2.62721  O79 1.417, C81 1.559, H87 1.090, H88 1.090
81 C 5.61105 -0.02196 2.47873  C80 1.559, C82 1.534, N83 1.548, H89 1.090
82 C 4.58357 0.50712 3.48735  C81 1.534, H90 1.090, H91 1.090, H92 1.090
83 N 5.69039 -1.54798 2.72352  C81 1.548, H93 1.010, H94 1.010
84 H 6.49414 2.13895 0.67013  C78 1.090
85 H 8.31549 1.83606 0.57682  C78 1.090
86 H 7.79715 3.35634 1.05885  C78 1.090
87 H 7.69531 -0.19812 2.04731  C80 1.090
88 H 7.19530 0.35791 3.70305  C80 1.090
89 H 5.37137 0.29970 1.46522  C81 1.090
90 H 3.56979 0.29043 3.15061  C82 1.090
91 H 4.53867 1.58574 3.63789  C82 1.090
92 H 4.71795 0.15603 4.51048  C82 1.090
93 H 5.85203 -1.61070 3.71852  N83 1.010
94 H 4.73596 -1.85463 2.60058  N83 1.010
95 C 3.85537 6.25547 -5.89877  O96 1.479, H101 1.090, H102 1.090, H103 1.090
96 O 3.82599 6.21883 -4.42051  C95 1.479, C97 1.444
97 C 2.68881 5.66203 -3.72588  O96 1.444, C98 1.640, H104 1.090, H105 1.090
98 C 3.19030 5.47522 -2.17570  C97 1.640, C99 1.525, N100 1.455, H106 1.090
99 C 2.11523 5.03975 -1.18596  C98 1.525, H107 1.090, H108 1.090, H109 1.090
100 N 3.78264 6.73323 -1.74633  C98 1.455, H110 1.010, H111 1.010
101 H 4.36328 7.08980 -6.38251  C95 1.090
102 H 2.80675 6.37254 -6.17226  C95 1.090
103 H 4.06217 5.25383 -6.27567  C95 1.090
104 H 1.80492 6.20361 -4.06281  C97 1.090
105 H 2.53583 4.61110 -3.97139  C97 1.090
106 H 4.10017 4.87767 -2.11957  C98 1.090
107 H 1.14860 5.52003 -1.33779  C99 1.090
108 H 2.34645 5.28232 -0.14875  C99 1.090
109 H 1.85372 3.98164 -1.17585  C99 1.090
110 H 3.77357 7.23307 -2.62393  N100 1.010
111 H 4.70410 6.32090 -1.71461  N100 1.010
112 C 1.43745 0.21750 -1.16083  O113 1.447, H118 1.090, H119 1.090, H120 1.090
113 O 1.19181 1.27281 -0.20197  C112 1.447, C114 1.353
114 C -0.06687 1.39245 0.28067  O113 1.353, C115 1.536, H121 1.090, H122 1.090
115 C 0.06825 2.32300 1.49465  C114 1.536, C116 1.538, N117 1.385, H123 1.090
116 C 1.15092 2.18122 2.57733  C115 1.538, H124 1.090, H125 1.090, H126 1.090
117 N -1.10211 2.33669 2.23575  C115 1.385, H127 1.010, H128 1.010
118 H 1.00654 -0.75321 -0.91557  C112 1.090
119 H 2.51474 0.08256 -1.25751  C112 1.090
120 H 1.04420 0.59241 -2.10576  C112 1.090
121 H -0.70217 1.74637 -0.53126  C114 1.090
122 H -0.54994 0.46949 0.60144  C114 1.090
123 H 0.13817 3.35668 1.15597  C115 1.090
124 H 1.32776 3.03746 3.22824  C116 1.090
125 H 2.02431 1.96989 1.96039  C116 1.090
126 H 0.97116 1.25547 3.12395  C116 1.090
127 H -1.91152 2.57178 1.67925  N117 1.010
128 H -1.10637 3.11276 2.88213  N117 1.010
129 C 1.69419 -2.11849 2.34305  O130 1.377, H135 1.090, H136 1.090, H137 1.090
130 O 2.87815 -2.39553 2.98939  C129 1.377, C131 1.448
131 C 2.97781 -3.41263 4.01559  O130 1.448, C132 1.539, H138 1.090, H139 1.090
132 C 3.27748 -4.78063 3.37690  C131 1.539, C133 1.489, N134 1.461, H140 1.090
133 C 3.58998 -5.88799 4.32167  C132 1.489, H141 1.090, H142 1.090, H143 1.090
134 N 4.57649 -4.85608 2.71185  C132 1.461, H144 1.010, H145 1.010
135 H 0.81546 -2.09602 2.98759  C129 1.090
136 H 1.49494 -3.05823 1.82801  C129 1.090
137 H 1.81058 -1.26094 1.68034  C129 1.090
138 H 3.90538 -3.19622 4.54557  C131 1.090
139 H 2.16195 -3.38834 4.73801  C131 1.090
140 H 2.45347 -5.11078 2.74437  C132 1.090
141 H 2.76846 -6.08281 5.01106  C133 1.090
142 H 4.48289 -5.74928 4.93124  C133 1.090
143 H 3.94556 -6.84044 3.92860  C133 1.090
144 H 4.63018 -3.85974 2.55521  N134 1.010
145 H 4.45268 -5.29516 1.81075  N134 1.010
146 C -1.35299 -0.68550 -3.91446  O147 1.424, H152 1.090, H153 1.090, H154 1.090
147 O -0.75027 0.24782 -4.80523  C146 1.424, C148 1.420
148 C -1.13133 1.55307 -4.39543  O147 1.420, C149 1.505, H155 1.090, H156 1.090
149 C -0.25420 2.53101 -5.13068  C148 1.505, C150 1.500, N151 1.450, H157 1.090
150 C -0.64887 3.96338 -4.92381  C149 1.500, H158 1.090, H159 1.090, H160 1.090
151 N -0.62314 2.29664 -6.51333  C149 1.450, H161 1.010, H162 1.010
152 H -0.93431 -0.53431 -2.91950  C146 1.090
153 H -1.03047 -1.66129 -4.27765  C146 1.090
154 H -2.44121 -0.67382 -3.97573  C146 1.090
155 H -2.19681 1.53583 -4.62464  C148 1.090
156 H -0.99230 1.64883 -3.31858  C148 1.090
157 H 0.81417 2.40058 -4.95838  C149 1.090
158 H -0.01616 4.68069 -5.44654  C150 1.090
159 H -0.95077 4.31585 -3.93754  C150 1.090
160 H -1.53809 4.13685 -5.52987  C150 1.090
161 H -0.72749 1.29478 -6.58737  N151 1.010
162 H 0.19069 2.56863 -7.04606  N151 1.010
163 N -1.45760 7.25609 2.64903  C164 1.292, H167 1.010, H168 1.010
164 C -1.27763 6.00058 2.89322  N163 1.292, N165 1.304, O166 1.165
165 N -0.04896 5.60153 3.07396  C164 1.304, H169 1.010, H170 1.010
166 O -2.08912 5.16618 2.84568  C164 1.165
167 H -2.34931 7.61177 2.33531  N163 1.010
168 H -0.69715 7.85655 2.93411  N163 1.010
169 H 0.62492 6.34528 2.96078  N165 1.010
170 H 0.32261 4.67322 3.21634  N165 1.010
171 N 2.98459 2.92625 6.24391  C172 1.261, H175 1.010, H176 1.010
172 C 1.76564 3.24183 6.31461  N171 1.261, N173 1.312, O174 1.193
173 N 1.39064 2.98183 7.54464  C172 1.312, H177 1.010, H178 1.010
174 O 1.18964 3.90519 5.50813  C172 1.193
175 H 3.51775 3.03390 5.39289  N171 1.010
176 H 3.50691 2.60934 7.04819  N171 1.010
177 H 0.39064 3.07099 7.65485  N173 1.010
178 H 1.87569 2.57465 8.33143  N173 1.010